[1]
C24H36O18 | the ωB97M-V functional and the def2-TZVPD basis

```
78
C24H36O18 the ωB97M-V functional and the def2-TZVPD basis
C -2.108 3.437 -0.374
C -1.311 4.257 0.600
C -0.795 3.594 1.855
O 0.515 3.956 2.007
C 0.912 4.620 0.903
O 2.127 4.799 0.584
O -0.087 4.693 0.042
H -2.773 2.690 0.060
H -1.479 2.771 -0.965
H -2.749 4.053 -1.006
H -2.034 5.011 0.909
H -0.893 2.509 1.826
H -1.438 3.964 2.653
C 4.188 -1.733 3.579
C 3.874 -0.181 3.399
C 4.954 0.820 3.009
O 4.598 1.418 1.777
C 3.546 0.870 1.350
O 3.007 1.110 0.292
O 3.058 -0.011 2.243
H 4.020 -1.985 4.626
H 5.109 -2.132 3.153
H 3.360 -2.204 3.049
H 3.479 0.259 4.315
H 5.946 0.372 2.956
H 4.954 1.578 3.792
C -0.285 1.530 -2.264
C -0.093 0.942 -3.631
C -1.410 0.604 -4.371
O -1.131 1.016 -5.715
C 0.004 1.744 -5.789
O 0.264 2.351 -6.755
O 0.538 1.852 -4.551
H 0.625 1.379 -1.683
H -0.912 0.788 -1.769
H -0.607 2.571 -2.293
H 0.516 0.041 -3.700
H -2.340 1.022 -3.984
H -1.369 -0.481 -4.464
C 0.694 -3.476 1.965
C 0.244 -3.596 0.499
C -0.883 -2.553 0.048
O -0.331 -2.211 -1.167
C 0.937 -2.647 -1.334
O 1.444 -2.572 -2.443
O 1.321 -3.281 -0.285
H 1.775 -3.614 1.941
H 0.380 -4.367 2.509
H 0.540 -2.489 2.402
H -0.158 -4.572 0.229
H -1.033 -1.764 0.785
H -1.767 -3.161 -0.145
C 1.223 -0.297 2.555
C 0.263 0.523 1.793
C 0.835 1.477 1.027
O -0.010 1.490 -0.052
C -0.535 0.350 -0.232
O -1.184 -0.097 -1.209
O -0.342 -0.387 0.874
H 1.739 -1.077 1.997
H 0.572 -0.754 3.301
H 1.967 0.301 3.081
H -0.432 0.938 2.524
H 1.867 1.654 0.725
H 0.637 2.335 1.670
C -3.474 -3.978 -1.342
C -3.428 -2.506 -0.830
C -2.542 -1.501 -1.642
O -3.353 -0.551 -2.245
C -4.714 -0.826 -1.787
O -5.706 -0.117 -2.012
O -4.761 -2.022 -1.066
H -2.752 -4.660 -0.894
H -3.293 -3.955 -2.417
H -4.477 -4.398 -1.261
H -3.067 -2.540 0.198
H -2.086 -1.984 -2.506
H -1.890 -1.010 -0.920
```

Values from the calculation:
- LUMO energy (eV) = -0.41
- ΔE to the lowest compared entry with this formula, charge and spin (kcal per mole) = 535.8
- 2S+1 = 1
- frontier orbital gap (hartree) = 0.2714

[2]
C24H37ClF6N3O5P | the ωB97M-V functional and the def2-TZVPD basis

```
77
C24H37ClF6N3O5P the ωB97M-V functional and the def2-TZVPD basis
C -4.588 -1.007 -0.679
C -3.355 -1.787 -0.198
C -2.662 -1.102 0.949
O -2.169 0.243 0.598
C -0.940 0.564 1.032
C -0.590 0.629 2.380
C -1.564 0.390 3.511
C -2.248 1.709 3.906
C -3.298 2.242 2.976
N -1.953 2.344 4.959
C 0.742 0.975 2.700
C 1.162 1.062 4.147
O 1.232 0.088 4.817
O 1.409 2.283 4.632
C 1.689 1.221 1.711
C 3.127 1.475 2.074
C 3.979 0.153 1.943
C 3.131 -1.015 1.498
Cl 5.271 0.460 0.720
C 1.266 1.189 0.371
N 2.185 1.437 -0.635
C 2.422 2.639 -1.019
C 1.404 3.735 -1.122
C 3.811 2.975 -1.465
N -0.020 0.871 0.067
C -0.408 0.863 -1.354
C -0.668 -0.536 -1.953
C -1.927 -0.457 -2.822
C -1.651 0.389 -4.039
O -1.907 1.549 -4.105
O -1.052 -0.270 -5.067
C -1.972 -1.082 -5.827
C -1.207 -2.240 -6.415
H -5.413 -1.278 -0.018
H -4.469 0.068 -0.574
H -4.899 -1.303 -1.675
H -3.731 -2.720 0.223
H -2.695 -2.075 -1.006
H -3.416 -0.959 1.718
H -1.823 -1.693 1.311
H -1.045 0.052 4.397
H -2.314 -0.358 3.295
H -3.402 3.308 3.142
H -2.974 2.080 1.950
H -4.243 1.721 3.110
H -1.222 1.868 5.487
H 1.332 2.917 3.906
H 3.549 2.240 1.434
H 3.245 1.835 3.090
H 4.491 -0.024 2.880
H 2.790 -0.839 0.482
H 2.301 -1.208 2.174
H 3.713 -1.931 1.477
H 1.917 4.685 -1.234
H 0.851 3.584 -2.051
H 0.682 3.754 -0.309
H 4.267 2.053 -1.811
H 4.368 3.384 -0.628
H 3.782 3.669 -2.303
H -1.323 1.444 -1.431
H 0.322 1.369 -1.963
H 0.150 -0.799 -2.619
H -0.781 -1.246 -1.143
H -2.235 -1.447 -3.150
H -2.735 0.000 -2.260
H -2.385 -0.446 -6.609
H -2.819 -1.433 -5.235
H -1.805 -2.786 -7.140
H -0.314 -1.877 -6.916
H -0.909 -2.917 -5.618
F 3.639 -3.861 0.030
P 2.937 -4.970 1.046
F 3.134 -6.124 2.198
F 1.636 -5.857 0.564
F 3.811 -5.973 0.081
F 1.725 -3.825 1.164
F 3.659 -4.074 2.243
```

Values from the calculation:
- LUMO energy (eV) = -1.64
- 2S+1 = 1
- frontier orbital gap (hartree) = 0.3067

[3]
C24H37GeO3PPdSe2 | the ωB97M-V functional and the def2-TZVPD basis

```
69
C24H37GeO3PPdSe2 the ωB97M-V functional and the def2-TZVPD basis
Pd -0.578 0.324 -0.269
C -1.706 -2.968 -0.755
C -0.267 -3.462 -0.893
C 0.017 -4.512 0.191
C -0.056 -4.074 -2.275
O 0.604 -2.361 -0.791
Ge 1.626 -1.822 0.637
O 1.786 -0.184 -0.259
C 2.747 0.828 -0.002
C 2.028 2.131 0.324
C 3.670 0.463 1.167
C 3.572 1.003 -1.277
O 0.092 -1.044 1.547
C -0.272 -0.952 2.902
C 0.658 -1.801 3.773
C -0.190 0.511 3.338
C -1.709 -1.454 3.047
H -2.415 -3.797 -0.854
H -1.918 -2.224 -1.525
H -1.841 -2.495 0.219
H -0.635 -5.382 0.086
H -0.152 -4.070 1.176
H 1.056 -4.843 0.130
H -0.749 -4.903 -2.448
H 0.968 -4.438 -2.373
H -0.220 -3.307 -3.033
H 1.404 2.009 1.211
H 1.388 2.421 -0.508
H 2.750 2.934 0.506
H 3.078 0.309 2.073
H 4.391 1.263 1.354
H 4.217 -0.457 0.955
H 2.902 1.240 -2.105
H 4.092 0.073 -1.514
H 4.306 1.807 -1.169
H 1.687 -1.448 3.675
H 0.624 -2.842 3.444
H 0.370 -1.755 4.826
H 0.839 0.869 3.261
H -0.530 0.638 4.371
H -0.816 1.122 2.682
H -1.768 -2.506 2.757
H -2.362 -0.880 2.387
H -2.065 -1.350 4.076
Se -0.845 1.314 -2.642
P -2.060 2.376 -1.244
Se -2.962 1.185 0.303
C -1.068 3.735 -0.495
C -0.193 4.465 -1.295
C 0.554 5.501 -0.757
C 0.440 5.814 0.592
C -0.427 5.085 1.394
C -1.180 4.051 0.852
C -3.325 3.408 -2.103
C -4.559 3.646 -1.511
C -5.486 4.473 -2.134
C -5.184 5.061 -3.354
C -3.956 4.814 -3.955
C -3.032 3.987 -3.334
H -0.070 4.191 -2.336
H 1.240 6.053 -1.387
H 1.033 6.615 1.016
H -0.510 5.314 2.449
H -1.841 3.468 1.482
H -4.795 3.176 -0.564
H -6.447 4.652 -1.669
H -5.908 5.703 -3.841
H -3.721 5.261 -4.913
H -2.085 3.770 -3.813
```

Values from the calculation:
- LUMO energy (alpha / beta) (eV) = 2.61 / 2.60
- net charge = -1
- 2S+1 = 2
- frontier orbital gap (alpha / beta) (hartree) = 0.2442 / 0.2629

[4]
C24H37N10O3SW | the ωB97M-V functional and the def2-TZVPD basis

```
76
C24H37N10O3SW the ωB97M-V functional and the def2-TZVPD basis
W -0.842 -0.161 -0.840
C 3.425 -0.447 0.458
C 2.100 -0.577 -0.199
N 1.012 0.012 0.182
N 1.035 0.774 1.332
C -0.147 1.216 1.575
O -1.138 0.837 0.700
C -0.527 2.057 2.689
C -1.872 2.375 2.910
C -2.215 3.177 3.982
C -1.226 3.665 4.829
C 0.112 3.352 4.609
C 0.467 2.549 3.544
C 1.882 -1.399 -1.382
C 2.884 -2.107 -2.027
C 2.577 -2.834 -3.164
C 1.269 -2.823 -3.630
C 0.314 -2.099 -2.948
N 0.600 -1.403 -1.830
H 3.357 0.158 1.355
H 4.128 0.024 -0.234
H 3.825 -1.431 0.710
H -2.642 1.992 2.254
H -3.252 3.425 4.163
H -1.499 4.294 5.666
H 0.874 3.740 5.271
H 1.504 2.306 3.360
H 3.893 -2.077 -1.641
H 3.345 -3.390 -3.685
H 0.984 -3.364 -4.521
H -0.703 -2.050 -3.312
N -0.550 -2.016 2.009
N -1.334 -3.132 1.705
C -2.060 -3.191 0.595
N -2.860 -4.218 0.394
N -1.907 -2.142 -0.287
N -2.707 -2.046 -1.346
O -2.398 -0.955 -1.999
O -3.551 -2.783 -1.726
H 0.401 -2.321 2.189
H -0.912 -1.575 2.850
H -1.411 -3.889 2.375
H -2.957 -4.940 1.095
H -3.429 -4.294 -0.435
C -0.329 4.574 -5.115
C -0.352 3.630 -6.312
C -1.552 2.687 -6.379
C -1.654 1.682 -5.235
N -2.271 2.282 -4.034
C -1.855 2.235 -2.795
S -0.299 1.452 -2.387
N -2.526 2.793 -1.800
C -3.758 3.589 -1.956
C -3.506 5.000 -2.489
C -2.983 5.987 -1.445
C -1.646 5.616 -0.808
H 0.499 5.277 -5.198
H -0.198 4.045 -4.165
H -1.247 5.163 -5.058
H 0.567 3.038 -6.337
H -0.348 4.224 -7.227
H -1.503 2.110 -7.303
H -2.485 3.258 -6.440
H -0.669 1.310 -4.958
H -2.272 0.831 -5.524
H -3.093 2.846 -4.221
H -2.037 2.860 -0.920
H -4.227 3.629 -0.973
H -4.436 3.023 -2.598
H -4.452 5.372 -2.887
H -2.810 4.955 -3.334
H -3.740 6.113 -0.666
H -2.889 6.959 -1.929
H -1.738 4.781 -0.104
H -1.253 6.451 -0.231
H -0.897 5.358 -1.561
```

Values from the calculation:
- LUMO energy (alpha / beta) (eV) = -9.93 / -9.93
- net charge = +3
- ΔE to the lowest compared entry with this formula, charge and spin (kcal per mole) = 0.6
- 2S+1 = 1
- frontier orbital gap (alpha / beta) (hartree) = 0.2345 / 0.2345

[5]
C24H37N2OS5Zr | the ωB97M-V functional and the def2-TZVPD basis

```
70
C24H37N2OS5Zr the ωB97M-V functional and the def2-TZVPD basis
Zr 8.632 9.641 11.384
C 8.360 10.451 13.754
C 7.721 9.187 13.940
C 8.683 8.149 13.489
C 9.910 8.876 13.271
C 9.751 10.253 13.454
C 10.853 11.262 13.722
C 11.196 11.132 15.218
C 10.431 12.735 13.425
C 12.156 10.999 12.940
C 8.603 6.634 13.531
C 9.626 6.096 12.548
C 9.095 6.268 14.899
C 7.198 6.086 13.183
C 6.315 9.126 14.517
C 6.370 8.131 15.693
C 5.275 8.596 13.423
C 5.838 10.481 15.104
H 7.860 11.378 13.957
H 10.854 8.337 13.159
H 10.224 11.256 15.788
H 11.872 11.943 15.576
H 11.568 10.112 15.366
H 9.664 12.997 14.164
H 10.057 12.786 12.416
H 11.289 13.372 13.540
H 12.596 10.006 13.211
H 12.873 11.834 13.099
H 11.977 10.911 11.881
H 10.540 6.669 12.774
H 9.434 6.259 11.509
H 9.758 5.030 12.660
H 10.011 6.864 15.120
H 9.337 5.204 14.844
H 8.388 6.517 15.669
H 6.711 6.738 12.484
H 6.459 5.871 13.959
H 7.260 5.166 12.599
H 6.550 7.099 15.367
H 5.529 8.170 16.307
H 7.146 8.356 16.472
H 5.109 7.596 13.655
H 5.717 8.628 12.409
H 4.346 9.133 13.465
H 6.526 10.724 15.928
H 4.795 10.360 15.459
H 5.808 11.354 14.399
O 7.879 10.213 5.348
C 7.694 10.082 6.538
S 7.699 8.577 7.465
C 7.153 9.290 8.974
C 7.177 10.682 9.093
S 7.328 11.629 10.665
S 7.366 11.475 7.609
S 6.931 8.074 10.275
S 10.790 9.565 9.940
C 11.443 11.110 9.462
N 12.757 11.163 9.249
C 13.432 12.349 8.785
C 12.723 13.615 9.262
C 11.237 13.489 8.846
N 10.722 12.196 9.306
H 13.255 10.359 9.646
H 13.415 12.377 7.641
H 14.429 12.266 9.153
H 13.225 14.517 8.913
H 12.827 13.669 10.362
H 11.251 13.618 7.770
H 10.693 14.310 9.336
H 9.673 12.120 9.363
```

Values from the calculation:
- LUMO energy (eV) = -3.69
- net charge = +1
- 2S+1 = 1
- frontier orbital gap (hartree) = 0.2695

[6]
C24H38Cl4O15 | the ωB97M-V functional and the def2-TZVPD basis

```
81
C24H38Cl4O15 the ωB97M-V functional and the def2-TZVPD basis
C 2.185 -2.915 0.800
C 1.080 -3.934 0.623
C 1.215 -5.197 1.527
O -0.044 -5.266 2.152
C -0.828 -4.236 1.854
O -1.947 -4.068 2.242
O -0.174 -3.372 1.056
H 1.961 -1.975 0.299
H 3.081 -3.283 0.287
H 2.475 -2.734 1.834
H 0.951 -4.220 -0.421
H 2.001 -5.044 2.263
H 1.348 -6.035 0.846
C 5.251 -0.506 -4.216
C 3.873 -0.429 -3.609
C 3.901 -0.485 -2.085
O 3.298 0.721 -1.638
C 2.891 1.438 -2.718
O 2.329 2.479 -2.645
O 3.321 0.873 -3.856
H 5.868 0.387 -4.093
H 5.260 -0.667 -5.296
H 5.868 -1.309 -3.806
H 3.206 -1.217 -3.961
H 4.934 -0.506 -1.723
H 3.404 -1.331 -1.608
C -2.079 -0.318 -3.860
C -1.099 -0.024 -4.987
C 0.370 -0.017 -4.598
O 0.982 -0.819 -5.607
C 0.042 -1.508 -6.295
O 0.268 -2.380 -7.059
O -1.200 -1.137 -5.902
H -2.050 0.519 -3.159
H -1.792 -1.218 -3.320
H -3.080 -0.431 -4.271
H -1.366 0.891 -5.515
H 0.647 -0.438 -3.630
H 0.725 1.014 -4.613
C 1.556 4.905 5.453
C 1.070 3.489 5.750
C 0.369 2.805 4.584
O 0.911 1.504 4.583
C 1.989 1.449 5.428
O 2.551 0.424 5.636
O 2.204 2.639 5.975
H 0.628 5.471 5.335
H 2.158 5.029 4.557
H 2.038 5.395 6.298
H 0.408 3.502 6.618
H 0.673 3.324 3.666
H -0.702 2.969 4.672
C -3.057 -2.141 -0.705
C -4.351 -2.942 -0.538
C -4.207 -4.300 0.147
O -5.225 -4.286 1.130
C -5.633 -3.035 1.342
O -6.424 -2.695 2.161
O -5.182 -2.197 0.362
H -3.355 -1.160 -1.075
H -2.465 -2.569 -1.522
H -2.417 -2.165 0.173
H -4.815 -3.121 -1.510
H -3.196 -4.504 0.498
H -4.475 -5.052 -0.598
Cl -2.239 3.572 2.478
C -2.621 5.168 1.824
C -2.020 6.282 2.680
Cl -0.223 5.998 2.773
H -3.692 5.316 1.689
H -2.228 5.178 0.808
H -2.420 6.256 3.686
H -2.089 7.244 2.184
Cl 0.129 -0.331 -0.841
C -0.134 0.686 0.586
C 0.017 2.147 0.221
Cl -1.079 2.643 -1.062
H 0.619 0.274 1.260
H -1.075 0.348 1.016
H 1.020 2.406 -0.120
H -0.091 2.773 1.107
```

Values from the calculation:
- LUMO energy (eV) = 0.12
- SMILES = C[C@H]1COC(=O)O1.C[C@H]1COC(=O)O1.C[C@H]1COC(=O)O1.C[C@H]1COC(=O)O1.C[C@H]1COC(=O)O1.ClCCCl.ClCCCl
- ΔE to the lowest compared entry with this formula, charge and spin (kcal per mole) = 0.0
- 2S+1 = 1
- frontier orbital gap (hartree) = 0.3916